61
Properties=species:S:1:pos:R:3:lowdin_charge:R:1 method="wB97M-V/def2-TZVPD" total_charge=+1 molar_mass_da=645.77 relative_energy_kj_mol=976.06
N 4.9732 -1.3451 -0.5699 -0.22
P 3.4758 -0.9934 -1.1713 0.74
O 3.5436 0.2938 -2.3638 -0.31
O 2.7724 -2.4502 -1.8690 -0.30
C 2.4653 -0.3022 0.3159 -0.36
C 1.1690 0.6399 -0.1660 -0.16
C 0.1986 -0.2292 -1.1605 -0.24
C -0.1233 -1.7516 -0.6482 -0.21
S 0.8557 -2.3228 0.8392 0.84
O -0.1979 -2.5710 1.9885 -0.37
O 1.5230 -3.7332 0.6055 -0.38
O 2.1076 -1.2836 1.3382 -0.26
H 5.6601 -0.7226 -1.0895 -0.01
H 2.8609 0.0332 -3.0524 -0.19
H 2.1249 -2.1985 -2.6044 -0.05
H 3.2025 0.4812 0.8495 0.17
H 0.6177 1.0083 0.7997 0.09
H 1.5840 1.5840 -0.7496 0.14
H -0.8241 0.3800 -1.2406 0.14
H 0.6741 -0.2562 -2.2464 -0.09
H 0.0416 -2.4646 -1.5830 0.12
H -1.2733 -1.7824 -0.3673 0.14
O 0.3205 2.8424 1.8164 -0.50
H -0.2671 2.7911 2.5482 -0.24
Li 0.9267 2.3668 4.0573 0.82
C -4.6620 5.8188 2.6855 -0.08
C -3.3369 6.2147 2.8740 -0.06
C -2.5366 5.5574 3.8105 0.00
C -3.0746 4.4971 4.5528 -0.14
C -4.4068 4.1026 4.3710 -0.03
C -5.1983 4.7694 3.4337 -0.13
N -2.2309 3.7856 5.5205 -0.33
O -1.0632 4.1768 5.6660 0.02
O -2.7329 2.8323 6.1331 0.07
H -5.2805 6.3306 1.9502 0.11
H -2.9265 7.0345 2.2882 0.11
H -1.5058 5.8779 3.9455 0.12
H -4.8386 3.2846 4.9439 0.07
H -6.2327 4.4686 3.2831 0.08
Mg 1.3673 -0.4794 -4.2597 0.81
Cl -6.4494 1.6499 3.6041 0.61
C -6.7098 0.9505 1.9862 -0.64
C -5.5818 1.2898 1.0247 -0.65
Cl -5.5531 3.0198 0.6043 0.58
H -7.6762 1.3056 1.6149 0.07
H -6.7738 -0.1340 2.1175 0.07
H -5.7129 0.7381 0.0893 0.07
H -4.6049 1.0251 1.4416 0.07
C 4.0447 -5.5259 -4.0348 -0.24
C 5.3573 -4.9405 -4.5133 -0.58
O 5.2220 -3.5402 -4.7064 -0.28
H 3.2492 -5.3317 -4.7616 0.06
H 4.1309 -6.6058 -3.8854 0.03
H 3.7348 -5.0631 -3.0922 -0.02
H 5.6521 -5.3897 -5.4662 -0.09
H 6.1550 -5.1192 -3.7858 0.11
H 4.9682 -3.1497 -3.8525 0.13
Cl 7.1238 -3.9050 -5.4331 0.42
F 1.4238 -5.9067 -5.0607 -0.51
Mg 5.0238 -5.1389 -7.2777 1.20
Cl 3.2238 -6.5139 -2.0877 0.60



64
Properties=species:S:1:pos:R:3:lowdin_charge:R:1 method="wB97M-V/def2-TZVPD" molar_mass_da=438.59 smiles="CN(CCNC(=O)C1CCN(S(=O)(=O)N2CCOCC2)CC1)CCc1ccccc1" relative_energy_kj_mol=53.47
C 4.3490 2.4458 -0.4890 -0.09
N 3.3379 1.4447 -0.2137 -0.23
C 3.9332 0.2177 0.3020 -0.18
C 4.3033 -0.7266 -0.8499 -0.16
N 3.1398 -1.0046 -1.6639 0.07
C 2.1914 -1.8761 -1.2415 -0.47
O 2.3706 -2.6597 -0.3342 0.08
C 0.8818 -1.7843 -2.0257 -0.22
C 0.1525 -0.4969 -1.6176 -0.13
C -1.1999 -0.4181 -2.3257 -0.18
N -2.0156 -1.5799 -2.0722 -0.23
S -2.9829 -1.5391 -0.7344 0.65
O -3.5527 -0.2269 -0.6874 -0.27
O -3.8511 -2.6710 -0.8277 -0.26
N -1.9481 -1.7467 0.5876 -0.21
C -1.8445 -0.6017 1.4754 -0.18
C -3.0401 -0.5366 2.4270 -0.18
O -3.1764 -1.7356 3.1572 -0.12
C -3.3398 -2.8401 2.2937 -0.18
C -2.1545 -2.9764 1.3352 -0.17
C -1.3746 -2.8363 -2.3891 -0.18
C -0.0114 -2.9863 -1.7152 -0.13
C 2.2763 1.9479 0.6431 -0.20
C 1.4725 3.0751 -0.0243 -0.14
C 0.0961 3.1520 0.5749 -0.24
C -1.0171 2.7487 -0.1499 -0.05
C -2.2804 2.7589 0.4180 -0.09
C -2.4431 3.1837 1.7257 -0.09
C -1.3424 3.6044 2.4535 -0.08
C -0.0824 3.5870 1.8829 -0.04
H 5.1268 2.0086 -1.1122 0.08
H 4.8161 2.8344 0.4295 0.09
H 3.9045 3.2767 -1.0324 0.08
H 3.2006 -0.3033 0.9212 0.12
H 4.8208 0.4158 0.9212 0.12
H 4.6572 -1.6733 -0.4378 0.12
H 5.0754 -0.2954 -1.4886 0.11
H 2.8590 -0.2554 -2.2765 0.13
H 1.1072 -1.7515 -3.0978 0.15
H -0.0097 -0.5113 -0.5396 0.11
H 0.7469 0.3846 -1.8644 0.11
H -1.0530 -0.3418 -3.4094 0.14
H -1.7784 0.4400 -1.9850 0.10
H -1.8069 0.3031 0.8712 0.09
H -0.9161 -0.7078 2.0469 0.14
H -2.9047 0.2583 3.1623 0.13
H -3.9461 -0.3453 1.8339 0.13
H -3.4232 -3.7180 2.9364 0.13
H -4.2573 -2.7253 1.6984 0.12
H -2.3440 -3.7769 0.6227 0.12
H -1.2358 -3.1826 1.8937 0.14
H -1.2617 -2.8834 -3.4785 0.13
H -2.0611 -3.6224 -2.0763 0.11
H -0.1348 -3.0511 -0.6346 0.10
H 0.4692 -3.9041 -2.0564 0.13
H 2.6656 2.2987 1.6144 0.13
H 1.5946 1.1148 0.8370 0.11
H 1.9870 4.0293 0.1044 0.12
H 1.3980 2.8638 -1.0922 0.11
H -0.8947 2.4258 -1.1738 0.10
H -3.1301 2.4178 -0.1540 0.10
H -3.4251 3.1907 2.1737 0.10
H -1.4658 3.9468 3.4707 0.10
H 0.7720 3.9166 2.4567 0.11



59
Properties=species:S:1:pos:R:3:lowdin_charge:R:1 method="wB97M-V/def2-TZVPD" molar_mass_da=364.38 smiles=OCCO.OCCO.OCCO.OCCO.OCCO.O.O.O relative_energy_kj_mol=99.18
O -1.1724 -0.6027 0.7360 -0.10
C -1.0359 -1.1422 -0.5969 -0.17
C -0.3032 -0.1026 -1.4319 -0.23
O -1.1223 1.0273 -1.6827 -0.06
H -0.4598 -1.0168 1.2431 0.06
H -0.4895 -2.0837 -0.5766 0.12
H -2.0340 -1.2419 -1.0160 0.11
H -0.0850 -0.4985 -2.4293 0.10
H 0.6347 0.1952 -0.9482 0.08
H -1.0001 1.6675 -0.9645 0.03
O 0.0438 -2.8448 1.9008 -0.06
C 1.3236 -2.6614 2.4862 -0.23
C 2.0394 -3.9814 2.7588 -0.23
O 2.5584 -4.5849 1.5764 -0.06
H -0.3845 -3.5687 2.3692 0.10
H 1.9452 -2.0160 1.8641 0.12
H 1.2181 -2.1305 3.4427 0.12
H 1.3562 -4.6580 3.2707 0.12
H 2.9253 -3.8523 3.3902 0.12
H 3.2441 -4.0391 1.1879 0.08
O -1.0339 3.0358 0.3607 -0.07
C -0.7910 2.6775 1.7151 -0.23
C -0.0576 3.7727 2.4758 -0.21
O 1.3362 3.6289 2.1915 -0.08
H -0.2645 3.5256 0.0386 0.09
H -1.7689 2.4618 2.1536 0.13
H -0.2380 1.7323 1.7659 0.10
H -0.2460 3.7079 3.5494 0.12
H -0.3945 4.7339 2.0911 0.13
H 1.6016 2.7856 2.5704 0.08
O -3.6760 -0.4552 2.0703 -0.08
C -4.5998 -0.1421 1.0580 -0.26
C -4.9480 -1.3392 0.1711 -0.25
O -5.5741 -2.3584 0.9341 -0.06
H -2.7993 -0.5817 1.6632 0.04
H -5.5451 0.2338 1.4419 0.12
H -4.1315 0.5731 0.3679 0.12
H -4.0422 -1.7213 -0.3109 0.10
H -5.5783 -0.9226 -0.6251 0.12
H -6.2950 -2.7311 0.4203 0.08
O 3.2313 2.8737 -1.6986 -0.06
C 3.5854 2.3128 -0.4473 -0.23
C 2.6723 1.1740 -0.0062 -0.25
O 2.7735 0.0035 -0.8193 -0.08
H 3.0569 2.1473 -2.3088 0.07
H 4.6013 1.9005 -0.4285 0.12
H 3.4924 3.1101 0.2907 0.12
H 1.6271 1.5168 -0.0210 0.10
H 2.8519 0.8773 1.0275 0.12
H 2.4770 0.2405 -1.7057 0.06
O 0.7895 3.3145 -3.5574 -0.05
H 0.7574 3.4745 -2.6086 0.02
H 1.6736 3.5918 -3.8232 0.03
O 1.7035 -0.4734 -4.4628 -0.05
H 2.3653 -0.8929 -5.0268 0.05
H 0.9574 -0.2912 -5.0499 0.06
O 0.0272 -3.1970 -3.9588 -0.06
H 0.7687 -3.8000 -3.8407 0.04
H 0.4324 -2.3647 -4.2375 -0.01